Computed, not measured: a single C5H6N2 molecule, with ωB97M-V/def2-TZVPD.

XYZ file:
```
13
Properties=species:S:1:pos:R:3:nbo_charge:R:1
H 2.47 -1.16 0.76 0.349
N 1.76 -1.67 0.21 -0.557
C 0.79 -0.88 0.04 0.346
C -0.39 -1.33 -0.69 -0.095
C -1.39 -1.66 -1.28 -0.178
N 0.80 0.46 0.54 -0.442
C -0.46 1.03 1.02 -0.253
C 0.13 1.51 -0.24 -0.253
H -2.26 -1.98 -1.81 0.242
H -1.36 0.41 0.95 0.210
H -0.38 1.61 1.94 0.210
H 0.67 2.45 -0.27 0.211
H -0.38 1.22 -1.16 0.210
```

Values from the calculation:
E = -8258.9017 eV
frontier orbital gap = 0.4014 Ha
SMILES = [H]/N=C(/C#C)N1CC1

***

Computed, not measured: 3 unconnected molecules or ions with the total composition C5H6N2O, with ωB97M-V/def2-TZVPD.

XYZ file:
```
14
Properties=species:S:1:pos:R:3:nbo_charge:R:1
C -2.12 0.31 1.22 0.233
C -1.00 -1.53 2.01 0.794
C -1.05 -0.66 0.97 -0.250
C 1.85 0.80 -0.70 -0.653
C 0.37 0.73 -0.31 0.141
N -2.77 1.26 1.37 -0.300
N 0.12 -0.31 0.37 -0.428
O -1.05 -2.42 2.79 -0.390
H -0.28 -1.17 -1.98 -0.009
H 2.25 1.58 -0.05 0.221
H 2.38 -0.05 -0.38 0.229
H 2.02 1.12 -1.76 0.219
H -0.58 -1.23 -2.81 0.003
H -0.13 1.58 -0.73 0.190
```

Values from the calculation:
E = -10305.8962 eV
frontier orbital gap = 0.3385 Ha

***

Computed, not measured: a single C5H6N2O molecule, with ωB97M-V/def2-TZVPD.

XYZ file:
```
14
Properties=species:S:1:pos:R:3:nbo_charge:R:1
C 2.21 0.26 -0.65 -0.715
C 1.17 -0.72 -0.36 0.560
O 1.32 -1.91 -0.42 -0.532
C -0.14 -0.10 -0.02 0.189
N -0.60 1.09 -0.42 -0.411
C -1.93 1.11 0.15 -0.081
C -2.11 -0.08 0.81 -0.082
N -1.03 -0.85 0.68 -0.512
H 2.01 1.00 -1.47 0.255
H 2.53 0.77 0.13 0.235
H 3.05 -0.25 -0.95 0.227
H -2.49 1.81 0.03 0.171
H -3.08 -0.16 1.38 0.228
H -0.92 -1.96 1.12 0.470
```

Values from the calculation:
E = -10307.8604 eV
frontier orbital gap = 0.3578 Ha
SMILES = CC(=O)c1ncc[nH]1

***

Computed, not measured: a single C5H6N2O molecule, with ωB97M-V/def2-TZVPD.

XYZ file:
```
14
Properties=species:S:1:pos:R:3:nbo_charge:R:1
N -3.13 -0.47 -0.42 -0.281
C -2.08 -0.23 -0.04 0.263
C -0.81 0.15 0.57 -0.155
C -0.14 1.38 0.03 -0.411
C 1.36 1.08 -0.23 -0.503
C 1.45 -0.36 -0.07 0.660
O 2.45 -1.01 -0.15 -0.552
N 0.23 -0.89 0.29 -0.615
H -0.89 0.28 1.65 0.237
H -0.55 1.91 -0.85 0.237
H -0.04 2.00 0.88 0.220
H 2.00 1.55 0.44 0.238
H 1.57 1.50 -1.28 0.248
H -0.11 -1.69 -0.25 0.415
```

Values from the calculation:
E = -10309.0994 eV
frontier orbital gap = 0.3921 Ha
SMILES = N#C[C@@H]1CCC(=O)N1

***

Computed, not measured: a molecular structure, C5H6N2O, with ωB97M-V/def2-TZVPD.

XYZ file:
```
14
Properties=species:S:1:pos:R:3:nbo_charge:R:1
C -1.43 0.42 2.04 -0.459
C -0.82 -1.30 0.56 -0.252
C 0.40 -0.84 -0.14 -0.205
C 1.49 -0.75 -1.06 0.085
C -0.17 0.45 -0.23 0.255
H -2.00 -0.84 2.65 0.208
H -0.24 0.50 2.14 0.226
H -2.19 1.34 2.04 0.246
H -1.27 -2.28 0.12 0.236
H -0.35 -1.42 1.54 0.219
H 2.38 -1.37 -1.49 0.237
N -1.52 0.10 0.34 -0.381
N 0.65 1.40 -0.73 -0.123
O 1.63 0.70 -1.42 -0.292
```

Values from the calculation:
E = -10301.0133 eV
frontier orbital gap = 0.3623 Ha

***

Computed, not measured: a single C5H6N2O molecule, with ωB97M-V/def2-TZVPD.

XYZ file:
```
14
Properties=species:S:1:pos:R:3:nbo_charge:R:1
H 0.58 -2.62 1.72 0.381
N 0.35 -1.67 2.01 -0.760
C 0.03 -0.87 1.08 0.302
C 0.83 0.49 0.99 -0.137
C 1.71 1.28 1.23 -0.227
C -1.06 -0.74 0.18 -0.510
C -0.80 0.26 -0.75 0.625
N 0.09 0.12 -1.80 -0.793
O -1.82 1.12 -1.03 -0.641
H 2.53 1.88 1.54 0.237
H -2.06 -1.06 0.45 0.256
H 0.81 -0.57 -1.60 0.406
H 0.54 1.00 -2.04 0.381
H -1.72 1.38 -1.97 0.479
```

Values from the calculation:
E = -10304.6857 eV
frontier orbital gap (alpha / beta) = 0.2833 / 0.2833 Ha
SMILES = [H]/N=C(C#C)\C=C(/N)O

***

Energy above the lowest of the compared OMol25 structures with the same formula, charge and spin, record by record: 333.5, 357.7, 168.2, 48.6, 828.8, 474.5 kJ/mol